(1)
{"formula": "C2H3FN2O5", "method": "wB97M-V/def2-TZVPD", "homo_lumo_gap_ev": [9.011, 5.804], "e_lumo_ev": [-0.98, -5.74], "total_charge": 0, "s_squared": 2.012, "multiplicity": 3, "relative_energy_ev": 0.1607, "symbols": ["C", "C", "N", "N", "O", "O", "O", "O", "O", "F", "H", "H", "H"], "coordinates": [[-1.218, 0.338, 0.073], [0.232, 0.106, -0.075], [0.766, -1.202, 0.320], [1.144, 1.176, 0.211], [1.650, -1.134, 1.135], [0.765, 2.039, 0.992], [0.172, -2.207, -0.016], [2.173, 1.190, -0.377], [-2.056, -0.629, -0.381], [0.395, -0.278, -2.139], [-1.387, 1.256, -0.411], [-1.159, 0.685, 1.252], [-1.475, -1.338, -0.584]], "lowdin_spin": [0.063, 0.503, 0.026, 0.031, 0.109, 0.040, 0.031, 0.091, 0.027, 1.015, 0.016, 0.049, -0.001]}


(2)
{"formula": "C6H9FN2", "method": "wB97M-V/def2-TZVPD", "smiles": "CCc1c(N)ccn1F", "homo_lumo_gap_ev": 9.041, "e_lumo_ev": 0.98, "total_charge": 0, "relative_energy_ev": 3.9140, "symbols": ["C", "C", "C", "C", "N", "C", "C", "N", "F", "H", "H", "H", "H", "H", "H", "H", "H", "H"], "coordinates": [[-2.180, 0.714, -0.250], [-0.866, 1.418, 0.154], [0.259, 0.487, 0.160], [0.687, -0.710, 0.674], [0.502, -1.044, 2.044], [1.621, -1.408, -0.143], [1.815, -0.756, -1.347], [0.955, 0.304, -1.390], [1.274, 1.441, -2.039], [-2.229, 0.290, -1.268], [-2.958, 1.322, -0.281], [-2.367, -0.017, 0.407], [-0.709, 1.924, 1.146], [-0.842, 2.297, -0.524], [1.198, -1.673, 2.401], [-0.450, -1.355, 2.192], [1.960, -2.366, 0.268], [2.330, -0.867, -2.203]], "mulliken_charge": [-1.405, -0.550, -0.099, 0.831, -0.540, -0.547, -0.715, 0.085, -0.221, 0.321, 0.519, 0.390, 0.300, 0.296, 0.238, 0.235, 0.318, 0.545]}


(3)
{"formula": "C11H16NO5S5W", "method": "wB97M-V/def2-TZVPD", "homo_lumo_gap_ev": [5.907, 7.345], "e_lumo_ev": [-4.60, -4.61], "total_charge": 1, "s_squared": 2.034, "multiplicity": 3, "relative_energy_ev": 0.1275, "symbols": ["W", "C", "C", "S", "C", "C", "S", "C", "C", "S", "H", "H", "H", "H", "H", "H", "H", "H", "H", "H", "H", "H", "O", "N", "C", "C", "C", "C", "C", "S", "H", "H", "H", "H", "O", "S", "O", "O", "O"], "coordinates": [[8.954, 9.203, 7.619], [6.093, 11.615, 7.036], [7.178, 12.504, 7.564], [8.758, 11.726, 8.367], [8.190, 11.763, 10.133], [7.131, 10.744, 10.478], [7.247, 9.191, 9.501], [5.517, 8.979, 8.939], [5.421, 8.734, 7.445], [6.527, 9.850, 6.681], [5.816, 11.989, 6.037], [5.305, 11.613, 7.871], [6.876, 13.086, 8.455], [7.603, 13.205, 6.820], [7.913, 12.754, 10.444], [9.105, 11.577, 10.740], [6.101, 11.174, 10.466], [7.262, 10.451, 11.591], [4.845, 9.741, 9.280], [5.235, 8.047, 9.433], [4.474, 8.671, 6.946], [5.866, 7.765, 7.318], [8.070, 7.443, 7.194], [9.482, 7.213, 6.679], [9.626, 6.959, 5.345], [10.293, 5.816, 4.947], [10.937, 5.055, 5.935], [11.104, 5.550, 7.215], [10.433, 6.696, 7.594], [10.475, 7.530, 9.051], [8.932, 7.583, 4.726], [10.330, 5.556, 3.878], [11.354, 4.018, 5.702], [11.605, 4.895, 7.948], [10.162, 12.062, 5.883], [10.353, 10.653, 5.649], [9.026, 9.909, 5.434], [11.352, 10.249, 4.629], [10.755, 9.984, 7.142]], "lowdin_spin": [1.460, 0.003, 0.008, 0.012, 0.009, 0.001, 0.022, 0.009, 0.003, 0.025, 0.001, 0.000, 0.000, 0.000, 0.000, 0.001, 0.000, 0.000, 0.001, 0.000, 0.001, 0.000, 0.162, -0.018, 0.052, 0.000, 0.078, -0.009, 0.072, -0.019, 0.001, -0.001, 0.003, -0.001, 0.007, 0.009, 0.056, 0.002, 0.050]}


(4)
{"formula": "H6IO3", "method": "wB97M-V/def2-TZVPD", "homo_lumo_gap_ev": 7.821, "e_lumo_ev": 3.58, "total_charge": -1, "relative_energy_ev": 0.2931, "symbols": ["I", "O", "H", "H", "O", "H", "H", "O", "H", "H"], "coordinates": [[1.711, 0.818, -0.259], [-1.162, 3.020, -0.039], [-0.390, 3.502, -0.336], [-0.912, 2.099, -0.112], [1.314, -2.725, 1.169], [1.811, -3.417, 0.734], [1.275, -2.017, 0.526], [-1.386, -0.656, -0.295], [-1.801, -0.204, -1.030], [-0.461, -0.419, -0.358]], "mulliken_charge": [-0.733, -0.644, 0.329, 0.284, -0.624, 0.280, 0.268, -0.608, 0.304, 0.144]}


(5)
{"formula": "CH4NOS", "method": "wB97M-V/def2-TZVPD", "homo_lumo_gap_ev": 7.559, "e_lumo_ev": 4.25, "total_charge": -1, "relative_energy_ev": 0.3901, "symbols": ["S", "H", "C", "N", "O", "H", "H", "H"], "coordinates": [[-1.566, -1.639, 1.516], [-0.557, -1.279, 2.280], [0.752, 0.987, -0.597], [-0.032, -0.115, -0.624], [1.023, 1.787, -1.506], [1.209, 1.308, 0.360], [-0.137, -0.518, -1.541], [-0.692, -0.530, 0.112]], "mulliken_charge": [-0.830, -0.024, 0.032, -0.135, -0.623, 0.303, 0.189, 0.088]}


(6)
{"formula": "C16H13Cl2N3O2", "method": "wB97M-V/def2-TZVPD", "smiles": "N#CC1=C(C#N)C(=O)C(Cl)=C(Cl)C1=O.CCc1c(C)c[nH]c1C", "homo_lumo_gap_ev": 4.412, "e_lumo_ev": -3.37, "total_charge": 0, "relative_energy_ev": 1.6278, "symbols": ["N", "C", "C", "C", "C", "N", "C", "O", "C", "Cl", "C", "Cl", "C", "O", "C", "C", "C", "C", "C", "C", "N", "C", "C", "H", "H", "H", "H", "H", "H", "H", "H", "H", "H", "H", "H", "H"], "coordinates": [[-2.402, -3.755, 2.911], [-1.394, -3.161, 2.914], [-0.171, -2.436, 2.909], [-0.170, -1.068, 2.895], [-1.389, -0.343, 2.906], [-2.401, 0.249, 2.908], [1.070, -0.278, 2.916], [1.027, 0.949, 2.910], [2.341, -1.069, 2.923], [3.778, -0.160, 2.924], [2.342, -2.435, 2.916], [3.775, -3.348, 2.919], [1.069, -3.227, 2.911], [1.032, -4.453, 2.906], [0.947, 3.102, -1.983], [-0.232, 2.412, -2.688], [-0.606, 1.109, -2.083], [-1.501, 0.916, -0.983], [-2.277, 1.982, -0.317], [-1.474, -0.438, -0.662], [-0.604, -1.061, -1.532], [-0.061, -0.138, -2.389], [0.938, -0.506, -3.405], [1.178, 4.057, -2.466], [0.713, 3.296, -0.931], [1.847, 2.477, -2.020], [-1.108, 3.074, -2.655], [0.020, 2.261, -3.746], [-2.892, 1.556, 0.486], [-1.625, 2.740, 0.144], [-2.938, 2.508, -1.023], [-2.040, -0.972, 0.090], [-0.402, -2.055, -1.564], [1.252, 0.394, -3.943], [1.831, -0.969, -2.959], [0.528, -1.214, -4.139]], "mulliken_charge": [-0.472, -0.165, 0.857, 0.953, -0.339, -0.490, 0.346, -0.571, 0.187, -0.116, 0.149, -0.114, 0.346, -0.569, -1.014, -0.980, 0.538, 1.176, -1.372, -1.503, 0.062, 0.096, -1.375, 0.358, 0.281, 0.276, 0.318, 0.393, 0.380, 0.220, 0.371, 0.621, 0.215, 0.284, 0.310, 0.344]}


(7)
{"formula": "C2H11N4O6", "method": "wB97M-V/def2-TZVPD", "homo_lumo_gap_ev": 10.605, "e_lumo_ev": -2.85, "total_charge": 1, "relative_energy_ev": 0.0000, "symbols": ["C", "C", "N", "N", "N", "N", "O", "O", "O", "O", "O", "O", "H", "H", "H", "H", "H", "H", "H", "H", "H", "H", "H"], "coordinates": [[-1.937, -1.574, -0.223], [1.198, 0.911, 0.102], [-1.786, -2.785, 0.266], [-2.163, -1.302, -1.505], [2.494, 1.528, -0.155], [0.449, 0.714, -1.148], [-2.261, 0.657, 0.105], [0.841, 2.637, 1.839], [2.397, -1.070, 0.370], [-2.031, -0.578, 0.693], [0.195, 1.747, 0.857], [1.346, -0.230, 0.892], [-1.879, -3.676, -0.146], [-2.001, -2.734, 1.244], [-2.025, -0.288, -1.550], [-2.002, -1.864, -2.270], [3.039, 1.773, 0.734], [2.481, 2.322, -0.698], [0.849, -0.090, -1.507], [0.602, 1.442, -1.766], [-1.503, 1.193, 0.261], [0.505, 2.301, 2.663], [3.193, -1.034, 0.943]], "mulliken_charge": [0.612, 0.918, -0.318, -0.276, -0.603, -0.526, -0.416, -0.326, -0.348, -0.107, -0.473, -0.253, 0.227, 0.269, 0.339, 0.230, 0.256, 0.226, 0.241, 0.203, 0.476, 0.328, 0.323]}


(8)
{"formula": "C37H61NO27", "method": "wB97M-V/def2-TZVPD", "smiles": "C[C@H]1COC(=O)O1.C[C@H]1COC(=O)O1.C[C@H]1COC(=O)O1.C[C@H]1COC(=O)O1.C[C@H]1COC(=O)O1.C[C@H]1COC(=O)O1.COC(=O)OC.COC(=O)OC.COC(=O)OC.CCCC#N", "homo_lumo_gap_ev": 10.328, "e_lumo_ev": -0.06, "total_charge": 0, "relative_energy_ev": 0.8383, "symbols": ["C", "C", "C", "O", "C", "O", "O", "H", "H", "H", "H", "H", "H", "C", "C", "C", "O", "C", "O", "O", "H", "H", "H", "H", "H", "H", "C", "C", "C", "O", "C", "O", "O", "H", "H", "H", "H", "H", "H", "C", "C", "C", "O", "C", "O", "O", "H", "H", "H", "H", "H", "H", "C", "C", "C", "O", "C", "O", "O", "H", "H", "H", "H", "H", "H", "C", "C", "C", "O", "C", "O", "O", "H", "H", "H", "H", "H", "H", "C", "O", "C", "O", "O", "C", "H", "H", "H", "H", "H", "H", "C", "O", "C", "O", "O", "C", "H", "H", "H", "H", "H", "H", "C", "O", "C", "O", "O", "C", "H", "H", "H", "H", "H", "H", "C", "C", "C", "C", "N", "H", "H", "H", "H", "H", "H", "H"], "coordinates": [[3.137, -2.098, 1.558], [2.320, -3.343, 1.252], [1.563, -3.247, -0.086], [2.072, -4.389, -0.738], [2.786, -5.076, -0.039], [3.200, -6.122, -0.476], [3.076, -4.537, 1.054], [2.653, -1.183, 1.831], [3.714, -1.818, 0.674], [3.800, -2.282, 2.395], [1.653, -3.521, 2.105], [1.884, -2.357, -0.648], [0.487, -3.249, 0.202], [0.049, 5.049, 5.075], [0.693, 3.686, 5.466], [2.031, 3.549, 4.768], [2.996, 3.420, 5.704], [2.400, 3.520, 6.893], [3.066, 3.418, 7.955], [1.104, 3.748, 6.801], [-0.101, 5.135, 4.039], [0.619, 5.869, 5.368], [-0.942, 5.186, 5.557], [0.025, 2.882, 5.172], [2.294, 4.475, 4.226], [1.891, 2.744, 4.050], [6.092, -0.081, 1.861], [4.825, 0.562, 2.417], [5.029, 1.929, 3.104], [4.531, 2.818, 2.140], [4.041, 2.138, 1.133], [3.542, 2.669, 0.127], [4.182, 0.836, 1.209], [6.752, -0.319, 2.702], [6.592, 0.602, 1.204], [5.930, -0.981, 1.344], [4.236, -0.183, 3.005], [6.064, 2.182, 3.328], [4.408, 2.074, 3.980], [-2.971, 1.486, -2.548], [-4.276, 0.618, -2.463], [-4.656, 0.314, -1.028], [-5.927, 0.961, -0.935], [-6.297, 1.514, -2.081], [-7.331, 2.110, -2.373], [-5.393, 1.298, -2.979], [-2.171, 0.856, -2.179], [-3.051, 2.386, -2.065], [-2.833, 1.735, -3.601], [-4.141, -0.300, -2.996], [-4.000, 0.689, -0.330], [-4.620, -0.761, -0.864], [-1.113, -3.211, 3.184], [-0.519, -1.842, 3.013], [-1.430, -0.644, 3.527], [-0.436, 0.260, 3.961], [0.703, -0.286, 4.034], [1.692, 0.309, 4.470], [0.714, -1.565, 3.650], [-0.459, -3.989, 2.922], [-1.998, -3.332, 2.555], [-1.441, -3.371, 4.284], [-0.330, -1.705, 1.962], [-2.004, -0.987, 4.394], [-2.176, -0.287, 2.825], [-3.351, -3.691, -3.437], [-2.493, -3.909, -2.174], [-0.994, -3.480, -2.432], [-0.848, -2.288, -1.698], [-1.904, -2.085, -1.008], [-2.023, -1.138, -0.272], [-2.872, -3.020, -1.115], [-4.435, -3.733, -3.239], [-3.172, -4.476, -4.124], [-3.129, -2.703, -3.935], [-2.492, -4.960, -1.944], [-0.714, -3.219, -3.432], [-0.364, -4.243, -2.012], [-5.577, 3.565, 0.397], [-4.752, 4.215, 1.264], [-3.726, 3.536, 1.802], [-3.223, 2.269, 1.331], [-3.268, 4.023, 2.924], [-2.320, 3.290, 3.616], [-4.993, 3.081, -0.362], [-6.270, 4.235, -0.093], [-6.145, 2.778, 0.892], [-2.656, 2.244, 3.712], [-2.298, 3.664, 4.599], [-1.291, 3.256, 3.280], [2.699, -2.365, -5.434], [3.759, -1.804, -4.678], [3.510, -1.253, -3.553], [2.266, -1.102, -2.930], [4.637, -0.781, -2.997], [4.537, -0.017, -1.794], [2.121, -1.561, -5.781], [2.146, -3.072, -4.787], [2.946, -2.931, -6.299], [3.955, -0.334, -0.961], [4.141, 1.011, -1.936], [5.606, 0.091, -1.481], [-2.994, -2.953, -7.371], [-1.702, -2.466, -7.006], [-1.643, -1.609, -6.038], [-2.783, -1.012, -5.507], [-0.440, -1.340, -5.567], [-0.247, -0.285, -4.583], [-3.432, -3.682, -6.673], [-2.961, -3.439, -8.337], [-3.709, -2.112, -7.521], [-0.534, -0.536, -3.594], [-0.828, 0.628, -4.870], [0.815, 0.029, -4.485], [0.865, 1.736, -1.731], [0.678, 0.900, -0.429], [-0.318, 1.544, 0.530], [0.227, 2.791, 1.081], [0.637, 3.760, 1.494], [1.574, 1.331, -2.383], [1.283, 2.675, -1.458], [-0.086, 1.832, -2.245], [1.694, 0.759, 0.008], [0.352, -0.120, -0.652], [-0.455, 0.859, 1.362], [-1.213, 1.717, -0.010]], "mulliken_charge": [-1.175, 0.840, 1.045, -0.455, 0.539, -0.680, -0.412, 0.029, 0.305, 0.612, -0.023, -0.438, -0.309, -1.829, 1.386, 0.264, -0.317, 0.440, -0.644, -0.398, 0.413, 0.506, 0.350, -0.268, 0.424, -0.304, -1.747, 0.798, -0.172, -0.357, 0.073, -0.585, 0.448, 0.406, 0.439, 0.358, 0.100, 0.294, 0.080, -0.805, 0.536, 0.266, -0.434, 0.611, -0.640, -0.448, -0.333, 0.443, 0.405, 0.140, 0.101, 0.149, -1.576, 1.389, -0.579, -0.183, 0.551, -0.597, -0.380, 0.421, 0.322, 0.367, -0.452, 0.478, 0.206, -1.212, 0.114, -0.384, 0.245, -0.014, -0.291, -0.393, 0.354, 0.487, 0.021, 0.526, 0.168, 0.307, -0.204, -0.362, 0.535, -0.325, -0.373, -0.304, -0.217, 0.314, 0.326, 0.338, 0.534, -0.357, -0.444, -0.431, 0.555, -0.084, -0.394, -0.419, 0.192, 0.137, 0.385, 0.034, 0.360, 0.226, -0.564, -0.341, 0.786, -0.620, -0.198, -0.347, 0.205, 0.296, 0.288, -0.005, 0.344, 0.075, -1.641, 3.232, 2.123, -0.317, -0.599, 0.046, 0.575, 0.285, -0.963, -1.186, -1.273, -0.147]}